Density functional theory data (wB97M-V/def2-TZVPD) for an isolated molecule of C2H7NO2S at a distorted geometry.

Geometry as XYZ:
```
13
Properties=species:S:1:pos:R:3:nbo_charge:R:1
C -0.167 0.758 -1.642 -0.67
C -0.516 -0.123 -0.476 -0.42
N -0.101 0.646 2.768 -0.51
O 1.457 1.583 0.816 -0.94
O 0.636 -0.361 2.166 -0.57
S 1.380 0.115 0.729 1.35
H 0.582 1.481 -1.471 0.23
H 0.116 0.125 -2.434 0.21
H -0.955 1.404 -1.951 0.22
H -0.643 -1.122 -0.688 0.20
H -1.154 0.290 0.308 0.20
H 0.500 1.036 3.482 0.35
H -0.320 1.354 2.036 0.35
```

Calculated values
**Calculated total energy**: -683.6893 a.u.
**Strongest force on any atom**: 0.095 hartree/bohr
**Net charge**: 0
**HOMO-LUMO gap**: 9.29 eV
**LUMO**: 0.0216 Ha



Density functional theory data (wB97M-V/def2-TZVPD) for a structure of composition C2H7NO2Si at a distorted geometry.

Geometry as XYZ:
```
13
Properties=species:S:1:pos:R:3:nbo_charge:R:1
C -0.443 1.667 1.280 -1.08
C 1.010 -1.079 0.851 -1.17
N -0.740 0.572 -1.629 0.27
O -0.252 0.105 -2.672 -0.37
O -1.433 1.590 -1.549 -0.38
Si -0.004 0.128 0.163 1.46
H 0.183 1.376 2.162 0.26
H 0.062 2.503 0.841 0.25
H -1.531 1.857 1.216 0.27
H -0.154 -3.166 -1.430 0.00
H 1.777 -1.651 0.523 0.23
H 1.073 -1.211 1.966 0.26
H 0.452 -2.691 -1.721 0.00
```

Calculated values
**Calculated total energy**: -574.9122 a.u.
**Strongest force on any atom**: 0.064 hartree/bohr
**Net charge**: 0
**HOMO-LUMO gap**: 8.31 eV
**LUMO**: -0.0281 Ha



Density functional theory data (wB97M-V/def2-TZVPD) for a cluster of 2 separate species, C2H7NO3 in total at a distorted geometry.

Geometry as XYZ:
```
13
Properties=species:S:1:pos:R:3:nbo_charge:R:1
C 0.064 -0.927 -0.876 -0.40
N 1.403 -1.432 -0.587 -0.66
C 2.329 -0.572 -0.007 0.89
O 3.379 -0.936 0.365 -0.61
O 1.750 0.737 0.082 -0.74
H -0.183 -0.208 -0.099 0.23
H 0.174 -0.392 -1.918 0.19
H -0.541 -1.781 -0.899 0.20
H 1.810 -2.316 -0.843 0.41
H 2.417 1.338 0.524 0.50
O -6.844 2.507 0.852 -0.94
H -6.359 1.767 1.466 0.47
H -7.778 2.148 0.773 0.47
```

Calculated values
**Calculated total energy**: -360.8728 a.u.
**Strongest force on any atom**: 0.083 hartree/bohr
**Net charge**: 0
**HOMO-LUMO gap**: 10.34 eV
**Structure (SMILES)**: CNC(=O)O.O
**LUMO**: 0.0260 Ha



Density functional theory data (wB97M-V/def2-TZVPD) for a cluster of 2 separate species, C2H7NO3 in total at a distorted geometry.

Geometry as XYZ:
```
13
Properties=species:S:1:pos:R:3:nbo_charge:R:1
O -1.062 -3.363 -0.319 -0.52
C -1.488 -2.363 0.158 0.64
O -1.253 -1.133 -0.442 -0.75
H -2.183 -2.271 1.000 0.10
H -0.584 -0.734 0.136 0.51
N 1.102 0.594 -0.856 -0.87
C 1.032 1.361 0.371 0.08
O -0.257 1.315 0.999 -0.71
H 0.391 0.851 -1.521 0.37
H 2.030 0.620 -1.243 0.37
H 1.375 2.401 0.219 0.13
H 1.661 0.872 1.121 0.17
H -0.763 1.853 0.377 0.46
```

Calculated values
**Calculated total energy**: -360.8487 a.u.
**Strongest force on any atom**: 0.032 hartree/bohr
**Net charge**: 0
**HOMO-LUMO gap**: 10.45 eV
**Structure (SMILES)**: O=CO.NCO
**LUMO**: 0.0240 Ha



Density functional theory data (wB97M-V/def2-TZVPD) for an isolated molecule of C2H7NO3S at a distorted geometry.

Geometry as XYZ:
```
14
Properties=species:S:1:pos:R:3:nbo_charge:R:1
C 0.065 -0.807 1.681 -0.43
N 1.197 -0.380 0.797 -0.59
C 0.784 0.647 0.046 -0.29
S -0.753 0.095 -1.212 2.13
O -1.968 0.664 -0.668 -0.97
O -0.804 -1.209 -1.807 -0.92
O -0.422 1.077 -2.474 -0.87
H -0.399 0.052 2.079 0.20
H -0.665 -1.424 0.895 0.19
H 0.304 -1.624 2.512 0.22
H 1.608 -1.193 0.420 0.39
H 1.553 0.811 -0.672 0.23
H 0.287 1.452 0.601 0.23
H -0.788 1.840 -2.197 0.48
```

Calculated values
**Calculated total energy**: -758.9901 a.u.
**Strongest force on any atom**: 0.101 hartree/bohr
**Net charge**: 0
**HOMO-LUMO gap**: 9.96 eV
**Structure (SMILES)**: CNCS(=O)(=O)O
**LUMO**: 0.0211 Ha



Density functional theory data (wB97M-V/def2-TZVPD) for an isolated molecule of C2H7NO3S at a distorted geometry.

Geometry as XYZ:
```
14
Properties=species:S:1:pos:R:3:nbo_charge:R:1
C 1.393 -0.912 1.090 -0.51
C 0.417 -0.673 -0.065 -0.57
S -0.501 0.855 0.402 2.18
O -1.646 0.456 1.205 -0.91
O 0.483 1.892 0.751 -0.92
N -1.125 1.344 -1.108 -0.54
O -1.705 0.282 -1.820 -0.54
H 2.101 -0.388 1.071 0.18
H 2.052 -1.869 0.565 0.17
H 0.991 -1.225 1.960 0.22
H 0.910 -0.564 -0.869 0.21
H -0.247 -1.343 0.014 0.22
H -0.585 1.783 -1.594 0.34
H -2.536 0.362 -1.602 0.47
```

Calculated values
**Calculated total energy**: -758.8392 a.u.
**Strongest force on any atom**: 0.258 hartree/bohr
**Net charge**: 0
**HOMO-LUMO gap**: 11.08 eV
**Structure (SMILES)**: CCS(=O)(=O)NO
**LUMO**: 0.0260 Ha